The following is a quantum chemistry calculation of a molecular structure, C23H33N3O3S3Ti, from OMol25.

Geometry as XYZ:
```
66
Properties=species:S:1:pos:R:3:lowdin_charge:R:1
Ti -0.1896 -0.1030 -0.9574 0.9272
C 3.1480 1.2349 -1.6734 -0.0683
C 3.0477 -0.1264 -1.0648 -0.6555
N 1.9236 -0.6848 -0.7363 -0.0158
C 2.0920 -1.9701 -0.1878 -0.3664
C 3.4352 -2.3577 -0.1404 -0.3792
S 4.4284 -1.0838 -0.7571 0.9962
C 0.9710 -2.7032 0.2384 -0.3791
C 0.9677 -3.9829 0.8263 -0.3814
S -0.6726 -4.4863 1.0858 0.9693
C -1.2434 -2.9972 0.4401 -0.6707
N -0.3148 -2.1826 0.0484 0.0052
C -2.7122 -2.7353 0.3328 -0.0855
H 2.2378 1.7933 -1.4695 0.0495
H 3.2722 1.1689 -2.7563 0.0839
H 4.0029 1.7785 -1.2702 0.0738
H 3.8492 -3.2863 0.2095 0.0455
H 1.8037 -4.6096 1.0788 0.0407
H -3.2365 -3.6251 -0.0192 0.0729
H -2.8952 -1.9213 -0.3632 0.0522
H -3.1458 -2.4705 1.3014 0.0715
N -4.0156 1.1792 -1.6421 0.1996
C -2.6866 1.0902 -1.4948 -0.4893
O -2.2267 0.3093 -0.6410 -0.1086
C -1.7813 1.9753 -2.3035 -0.2084
C -0.3471 1.9622 -1.7382 -0.2521
H -4.5864 0.4660 -1.2181 0.1195
H -4.3971 1.6803 -2.4253 0.1158
H -2.2716 2.9571 -2.3616 0.1117
H -1.7881 1.5733 -3.3223 0.1143
H -0.2585 2.7690 -0.9982 0.0301
H 0.3357 2.2214 -2.5503 0.0309
C -1.7473 -1.8639 -4.2188 -0.0328
C -0.3349 -1.7414 -3.6661 -0.6776
C 0.6088 -1.1564 -4.7062 -0.0277
C 0.1722 -3.0892 -3.1724 -0.0185
O -0.3748 -0.8412 -2.5739 -0.2835
H -1.7938 -2.6057 -5.0197 0.0859
H -2.0903 -0.9065 -4.6195 0.0780
H -2.4321 -2.1759 -3.4269 0.0814
H 0.6646 -1.7935 -5.5925 0.0862
H 1.6130 -1.0595 -4.2894 0.0843
H 0.2685 -0.1643 -5.0109 0.0832
H 0.2528 -3.7987 -3.9999 0.0894
H -0.5031 -3.5054 -2.4221 0.0829
H 1.1537 -2.9814 -2.7068 0.0863
C 2.2278 3.6818 6.4455 -0.0467
C 1.4620 3.1281 5.2746 -0.2654
C 1.7844 1.8921 4.7188 -0.0207
C 1.0874 1.3896 3.6297 -0.0461
C 0.0562 2.1477 3.0997 -0.3966
C -0.2773 3.3889 3.6150 -0.0756
C 0.4265 3.8671 4.7114 -0.0385
S -0.8664 1.5314 1.7205 1.0005
C -1.9818 0.4501 2.5896 -0.2026
O 0.1009 0.5736 1.0427 -0.5717
H 2.8848 2.9335 6.8860 0.0763
H 1.5496 4.0382 7.2218 0.0820
H 2.8451 4.5275 6.1365 0.0865
H 2.5980 1.3143 5.1405 0.1174
H 1.3546 0.4413 3.1797 0.1216
H -1.0661 3.9824 3.1683 0.1113
H 0.1763 4.8368 5.1254 0.1174
H -1.3801 -0.2988 3.1059 0.0777
H -2.6234 -0.0185 1.8461 0.0382
H -2.5622 1.0428 3.2969 0.0680
```

Calculated values
Energy in eV: -90621.9616
<S²>: 2.032
Lowest unoccupied orbital energy (spin up / spin down) in eV: 0.15 / 0.15
Net charge: 0
E_HOMO (spin up / spin down) in hartree: -0.124 / -0.237
2S+1: 3

***

The following is a quantum chemistry calculation of 2 unconnected molecules or ions with the total composition C23H33O9P at a distorted geometry, from OMol25.

Geometry as XYZ:
```
66
Properties=species:S:1:pos:R:3:lowdin_charge:R:1
C 2.6675 -1.8890 1.0097 0.1636
C 1.5164 -1.5585 1.0444 -0.1052
C 0.1232 -1.1676 1.1877 -0.1752
C -0.3078 -0.7654 -0.3014 -0.1529
C -1.7923 -0.8235 -0.6114 -0.1398
C -2.0393 -0.3936 -2.0779 -0.1683
C -2.3080 1.1228 -2.2500 -0.1725
C -1.3506 1.8320 -3.2305 -0.2072
C -0.8585 3.2032 -2.7421 -0.2149
C 0.4366 3.5814 -3.4488 -0.1832
C 0.7639 5.0788 -3.4449 -0.2124
O 1.3928 5.4527 -4.6802 -0.2036
C 2.7993 5.3883 -4.6149 -0.1261
C 0.2209 0.6543 -0.2415 -0.4047
O 1.0025 1.2324 -0.9156 0.1953
O -0.3775 1.1857 0.9097 0.0265
C -0.2078 0.1780 1.9152 -0.3415
C 0.8070 0.7535 2.9205 -0.1769
C 0.7057 2.1018 3.2269 -0.0378
C 1.5564 2.6986 4.1248 -0.0671
C 2.5528 1.9516 4.7206 -0.0852
C 2.6622 0.6133 4.4363 -0.0713
C 1.7860 0.0182 3.5550 -0.0457
P -1.7425 -0.0683 2.9260 0.5154
O -2.7586 -0.8709 2.2301 -0.2540
O -2.3181 1.3633 3.3311 -0.0825
O -1.3556 -0.7500 4.3343 -0.0963
H 3.6339 -2.2898 0.8229 0.0427
H -0.5415 -1.9783 1.4739 0.1222
H 0.3307 -1.3458 -0.9615 0.1530
H -2.3667 -0.1577 0.0191 0.0996
H -2.1169 -1.8552 -0.4988 0.1211
H -2.9201 -0.9322 -2.4284 0.1048
H -1.2165 -0.7318 -2.7088 0.1074
H -2.1642 1.5900 -1.2755 0.0970
H -3.3247 1.2664 -2.6029 0.1080
H -1.8659 2.0083 -4.1774 0.1109
H -0.4849 1.2136 -3.4671 0.1027
H -0.6900 3.1403 -1.6651 0.0984
H -1.6220 3.9691 -2.8838 0.1133
H 1.2885 3.0315 -3.0500 0.1066
H 0.3541 3.2934 -4.4987 0.1196
H 1.4701 5.3297 -2.6517 0.1161
H -0.1436 5.6737 -3.3617 0.1168
H 3.2042 6.3096 -4.1805 0.0849
H 3.1929 5.3015 -5.6250 0.0837
H 3.1545 4.5363 -4.0302 0.0846
H -0.0629 2.7067 2.7717 0.1180
H 1.4390 3.7466 4.3554 0.1075
H 3.2341 2.4356 5.4059 0.1052
H 3.4459 0.0447 4.9150 0.1078
H 1.8861 -1.0375 3.3603 0.0973
H -2.3439 1.4472 4.2971 0.1002
H -0.9013 -1.5825 4.1282 0.0917
C 0.5975 -7.6213 -1.0094 -0.0391
O -0.5951 -6.8748 -0.7574 0.0056
C -0.6233 -6.2724 0.4305 -0.6232
O 0.2446 -6.3112 1.2633 0.1227
O -1.7788 -5.6155 0.5365 0.0084
C -1.9431 -4.9200 1.7720 -0.0361
H 0.4849 -8.0525 -1.9997 0.0932
H 1.4689 -6.9695 -0.9943 0.0971
H 0.7138 -8.4183 -0.2776 0.0975
H -1.1725 -4.1603 1.8948 0.0782
H -1.9314 -5.6125 2.6115 0.1000
H -2.9110 -4.4281 1.7344 0.0985
```

Calculated values
Energy in eV: -52102.2317
Structure (SMILES): C#C[C@@H]1[C@@H](CCCCCCCOC)C(=O)O[C@@]1(c1ccccc1)P(=O)(O)O.COC(=O)OC
Lowest unoccupied orbital energy in eV: 0.24
Net charge: 0
E_HOMO in hartree: -0.341

***

The following is a quantum chemistry calculation of a molecular structure, C23H34AsI2N3Pd at a distorted geometry, from OMol25.

Geometry as XYZ:
```
64
Properties=species:S:1:pos:R:3:lowdin_charge:R:1
Pd -1.0463 -0.3080 0.5359 0.6748
I -0.3342 -0.1860 4.1886 0.7304
C 1.5222 -1.3443 4.1808 -1.0302
I 3.1331 -1.2598 2.6423 0.6528
H 1.1599 -2.3764 4.0716 -0.0505
H 2.0150 -1.0090 5.1025 -0.0404
C -3.9491 -1.0055 1.8150 -0.0157
C -3.0023 -2.1307 1.7874 -0.3892
N -1.7834 -2.1257 1.2226 -0.1001
C -1.1861 -3.3105 1.4937 -0.1418
C -2.0305 -4.0724 2.2576 -0.0465
N -3.1922 -3.3542 2.3452 0.1232
H -3.7278 -0.3492 2.6887 0.0937
H -4.9986 -1.3685 1.8299 0.1057
H -3.8405 -0.3647 0.9030 0.0662
H -0.2336 -3.5428 1.0347 0.0972
H -1.9728 -5.0196 2.7591 0.1259
H -4.0491 -3.6933 2.7806 0.1839
C -0.5528 -0.3579 -3.0308 -0.2379
As 0.2202 -0.8405 -1.2414 1.0798
C 1.9669 0.0822 -1.4191 -0.2826
C 1.1198 -2.6460 -1.3829 -0.2763
C 1.8185 -2.8915 -2.7534 -0.3155
C 1.0333 -3.3849 -3.7777 -0.0881
C 1.5947 -3.6910 -5.0043 -0.0502
C 2.9902 -3.4750 -5.2134 -0.0600
C 3.8074 -2.9765 -4.1896 -0.0470
C 3.1595 -2.6919 -2.9525 -0.0758
H -0.1130 -0.9292 -3.8434 0.0172
H -0.4087 0.7138 -3.2112 0.0346
H -1.6478 -0.6686 -2.9633 0.0469
H 2.6054 -0.2468 -2.2631 0.0405
H 2.4507 -0.0822 -0.4423 -0.0217
H 1.7550 1.2006 -1.4379 0.0244
H 0.2019 -3.2543 -1.2498 0.0528
H 1.7742 -2.6822 -0.4865 0.0644
H -0.0416 -3.4570 -3.6468 0.1152
H 1.0373 -4.1579 -5.8116 0.1115
H 3.4701 -3.7064 -6.1719 0.1120
H 4.9044 -2.8831 -4.2919 0.1193
H 3.7643 -2.1594 -2.2167 0.1066
C 1.4801 4.5110 0.1014 0.0109
N 1.4447 3.9086 1.4498 -0.1889
C 1.0441 4.8829 2.5458 0.0346
C 0.6434 2.6154 1.4778 -0.1071
C -0.8530 2.7037 1.1697 -0.2490
C -1.7499 3.5729 1.7438 -0.0455
C -3.0651 3.7300 1.1952 -0.0414
C -3.4788 2.8650 0.2115 -0.0757
C -2.6103 1.8675 -0.2572 -0.1428
C -1.3892 1.6765 0.3339 -0.2358
H 2.2691 5.2453 0.0755 0.1094
H 0.4790 4.9486 -0.0946 0.1274
H 1.7274 3.7505 -0.6370 0.1019
H 2.4389 3.6353 1.5340 0.1885
H 0.0392 5.2298 2.2567 0.0887
H 1.8238 5.7040 2.6145 0.1362
H 1.0258 4.3037 3.4878 0.1162
H 0.8495 2.1663 2.4838 0.0842
H 1.1322 1.9136 0.7883 0.0996
H -1.5023 4.0735 2.6761 0.1092
H -3.7233 4.6080 1.4501 0.1389
H -4.4979 2.9202 -0.1865 0.1239
H -2.9205 1.1738 -1.0581 0.1071
```

Calculated values
Energy in eV: -109374.6779
<S²>: 2.008
Lowest unoccupied orbital energy (spin up / spin down) in eV: -5.59 / -8.22
Net charge: +2
E_HOMO (spin up / spin down) in hartree: -0.456 / -0.488
2S+1: 3

***

The following is a quantum chemistry calculation of a molecular structure, C23H34Cl2N3O3Sn at a distorted geometry, from OMol25.

Geometry as XYZ:
```
66
Properties=species:S:1:pos:R:3:lowdin_charge:R:1
O 1.4719 -0.3848 -3.3768 -0.1329
C 0.3619 0.1112 -3.5091 -0.3486
C 0.0235 1.5650 -3.6088 -0.2406
C 0.5016 2.5834 -2.7634 -0.0997
H 0.7886 2.3533 -1.7355 0.0661
C 0.6092 3.8777 -3.2814 -0.1290
H 1.0990 4.6689 -2.7098 0.0889
C 0.1163 4.1629 -4.5577 -0.1612
H 0.2340 5.1591 -4.9975 0.0757
C -0.6755 3.2086 -5.2190 -0.1384
H -1.1832 3.4581 -6.1514 0.0826
C -0.8076 1.9353 -4.6781 -0.0914
H -1.4735 1.1854 -5.0986 0.0961
H -0.5714 -0.4888 -3.4727 0.0723
C -2.7765 -0.9887 -1.4005 -0.1408
C -2.3019 0.2202 -0.6658 -0.4662
H -3.5156 -0.7814 -2.1792 0.0821
H -3.1755 -1.7846 -0.7518 0.0646
H -1.9053 -1.4229 -1.9175 0.0531
C -2.6874 1.4724 -1.0181 -0.2472
C -4.1261 1.8678 -1.0104 -0.1038
H -1.9406 2.2427 -1.2629 0.0732
H -4.5267 2.1735 -1.9806 0.0650
H -4.3165 2.7001 -0.3232 0.0802
H -4.7189 1.0067 -0.6576 0.0752
Sn -0.9573 0.0620 0.9811 0.7098
Cl -0.2890 2.3582 1.0210 0.0761
Cl -3.0231 0.0223 2.1605 0.1177
H 4.6729 1.1530 -1.9567 0.0830
H 4.7006 1.8766 0.4020 0.0844
C 3.5916 1.3283 -1.8922 -0.0580
C 3.6195 1.7532 0.5346 -0.0386
N 3.1040 0.9588 -0.5754 -0.1647
H 3.0682 0.7311 -2.6468 0.0652
C 2.2964 -0.1028 -0.4139 -0.2738
O 1.4840 -0.2314 0.5280 -0.1330
H 3.4316 1.2599 1.4914 0.0802
H 2.4442 -0.9216 -1.1475 0.1348
H 3.3984 2.3914 -2.0870 0.0920
H 3.1822 2.7596 0.5474 0.0905
H -0.4912 -5.3894 1.3357 0.0988
H 1.3643 -5.4941 -0.5920 0.0968
C -1.0505 -4.7998 0.5994 -0.0107
C 0.7180 -4.8045 -1.1560 -0.0306
N -0.1281 -4.0473 -0.2467 -0.1635
H -1.7439 -4.1288 1.1089 0.0951
C -0.0144 -2.7328 -0.1751 -0.2010
O -0.7089 -2.0888 0.6885 -0.1575
H 1.3324 -4.0982 -1.7219 0.0960
H 0.6628 -2.2359 -0.8730 0.1373
H -1.6077 -5.4960 -0.0355 0.0924
H 0.0885 -5.3813 -1.8463 0.0946
C 0.3040 -0.2106 7.3061 -0.0918
C 0.2232 -0.3364 5.8163 -0.3436
C 1.0829 0.3764 4.9790 -0.0668
C 0.9148 0.3252 3.5921 -0.1864
N -0.1045 -0.3618 3.0322 -0.1587
C -0.8084 -1.1953 3.8310 -0.2597
C -0.7106 -1.1725 5.2130 -0.0730
H 1.1391 -0.7851 7.7151 0.0622
H 0.4382 0.8308 7.6086 0.0658
H -0.6134 -0.5853 7.7588 0.0620
H 1.8668 1.0111 5.3810 0.0935
H 1.5748 0.8800 2.9210 0.0659
H -1.5592 -1.8094 3.3443 0.0470
H -1.3969 -1.7696 5.7967 0.0949
```

Calculated values
Energy in eV: -65889.5828
Lowest unoccupied orbital energy (spin up / spin down) in eV: 2.12 / 2.14
Net charge: -1
E_HOMO (spin up / spin down) in hartree: -0.042 / -0.054